2 unconnected molecules or ions with the total composition C3H6NO3. Source: the Open Molecules 2025 dataset; level of theory: ωB97M-V/def2-TZVPD.

The HOMO-LUMO gap is 8.84 eV. The calculation puts the lowest unoccupied orbital energy at 4.26 eV. The value obtained for the HOMO energy is -4.59 eV. The energy relative to the best compared isomer or geometry (same formula, charge and spin) comes out at 15.5 kcal/mol.

Geometry as ORCA input:
```
! wB97M-V def2-TZVPD RIJCOSX def2/J DEFGRID3
* xyz -1 1
N 2.33430 1.37733 -1.66847
C 1.56022 0.55892 -0.80822
O 1.34186 0.98795 0.33824
O 1.18696 -0.54084 -1.31722
H 2.20019 1.17836 -2.64480
H 2.34706 2.34825 -1.40719
C -2.48625 -0.84294 1.56156
C -1.23551 -0.71727 1.11435
O -0.70958 -1.53579 0.19948
H -2.87174 -0.18269 2.33198
H -3.14908 -1.58176 1.13434
H -0.55121 0.03657 1.48657
H 0.03277 -1.08609 -0.32061
*
```

***

2 unconnected molecules or ions with the total composition C3H6NO3. Source: the Open Molecules 2025 dataset; level of theory: ωB97M-V/def2-TZVPD.

The HOMO-LUMO gap is 12.77 eV. The calculation puts the lowest unoccupied orbital energy at -3.37 eV. The value obtained for the HOMO energy is -16.14 eV. The energy relative to the best compared isomer or geometry (same formula, charge and spin) comes out at 22.8 kcal/mol.

Geometry as ORCA input:
```
! wB97M-V def2-TZVPD RIJCOSX def2/J DEFGRID3
* xyz 1 1
C -0.75495 -2.85319 -1.56365
C -0.12794 1.84434 0.51780
C 0.22787 0.44905 0.94822
N -0.00128 0.79972 -0.51009
O -0.72359 -1.75524 -1.24127
O -0.83695 -3.90522 -1.92409
O 1.53504 0.33362 1.30415
H -1.10112 2.16951 0.77990
H 0.61795 2.49838 0.55969
H -0.35337 -0.44209 1.39297
H -0.88575 0.42424 -0.83722
H 0.81507 0.99435 -1.04790
H 1.58901 -0.55746 1.62148
*
```

***

2 unconnected molecules or ions with the total composition C3H6NO3S. Source: the Open Molecules 2025 dataset; level of theory: ωB97M-V/def2-TZVPD.

The HOMO-LUMO gap is 7.77 eV. The calculation puts the lowest unoccupied orbital energy at 3.28 eV. The value obtained for the HOMO energy is -4.49 eV. The energy relative to the best compared isomer or geometry (same formula, charge and spin) comes out at 25.3 kcal/mol.

Geometry as ORCA input:
```
! wB97M-V def2-TZVPD RIJCOSX def2/J DEFGRID3
* xyz -1 1
C -1.84590 -0.19266 -0.44002
C 0.83818 1.25638 0.53012
C 0.91960 -0.23692 0.39699
N -0.67219 -0.57770 -0.92215
O -2.71226 0.46237 -1.00582
O -2.08033 -0.65901 0.83535
O 0.71832 -1.03167 1.29894
S 2.21301 -0.69572 -0.86782
H 1.69366 1.58193 1.12708
H -0.07759 1.52278 1.05403
H 0.86925 1.74580 -0.43755
H -0.46691 -0.15531 -1.82251
H -1.24516 -1.04724 1.14865
H 1.84833 -1.97303 -0.89528
*
```

***

A molecular structure, C3H6NO3S. Source: the Open Molecules 2025 dataset; level of theory: ωB97M-V/def2-TZVPD.

The HOMO-LUMO gap is 7.98 eV. The calculation puts the lowest unoccupied orbital energy at 3.91 eV. The value obtained for the HOMO energy is -4.07 eV. The energy relative to the best compared isomer or geometry (same formula, charge and spin) comes out at 90.4 kcal/mol.

Geometry as ORCA input:
```
! wB97M-V def2-TZVPD RIJCOSX def2/J DEFGRID3
* xyz -1 1
C 0.50369 0.02395 0.30575
C -0.36048 0.99738 -0.29777
C 0.15608 -1.21852 -0.61858
N -1.23643 0.09365 -1.05154
O -2.99041 1.12121 0.36650
O -2.37044 -1.21974 0.85477
O -0.16849 -2.34708 -0.16994
S -2.72446 -0.14504 -0.38906
H 1.63287 0.19268 0.10770
H 0.40074 -0.34466 1.41171
H -1.08092 1.55240 0.29616
H 0.11422 1.79115 -0.87205
H 0.67691 -1.20921 -1.59155
H -1.39340 -1.43508 0.68436
*
```

***

2 unconnected molecules or ions with the total composition C3H6NO4. Source: the Open Molecules 2025 dataset; level of theory: ωB97M-V/def2-TZVPD.

The HOMO-LUMO gap is 8.65 eV. The calculation puts the lowest unoccupied orbital energy at 3.68 eV. The value obtained for the HOMO energy is -4.97 eV. The energy relative to the best compared isomer or geometry (same formula, charge and spin) comes out at 23.5 kcal/mol.

Geometry as ORCA input:
```
! wB97M-V def2-TZVPD RIJCOSX def2/J DEFGRID3
* xyz -1 1
C -0.59356 -0.50718 2.14531
N -0.35337 -0.37237 0.83520
C 0.63461 0.53621 0.27695
C 0.11617 1.04416 -1.12585
O 0.62124 2.11115 -1.49254
O -0.75412 0.30957 -1.65831
O 0.06731 -0.03374 3.05538
H -1.48065 -1.13549 2.36852
H -1.08277 -0.60598 0.17639
H 0.73750 1.41672 0.88168
H 1.59041 0.02018 0.16471
H -0.21744 -2.38730 -0.81799
H 0.17184 -1.57947 -1.98800
O 0.26870 -2.49572 -1.64271
*
```

***

2 unconnected molecules or ions with the total composition C3H6NO4. Source: the Open Molecules 2025 dataset; level of theory: ωB97M-V/def2-TZVPD.

The HOMO-LUMO gap (spin up / spin down) is 11.12 / 6.29 eV. The calculation puts the lowest unoccupied orbital energy (spin up / spin down) at 0.49 / -4.26 eV. The value obtained for the HOMO energy (spin up / spin down) is -10.63 / -10.56 eV. The energy relative to the best compared isomer or geometry (same formula, charge and spin) comes out at 12.8 kcal/mol.

Geometry as ORCA input:
```
! wB97M-V def2-TZVPD RIJCOSX def2/J DEFGRID3
* xyz 0 2
C 1.42109 -0.75901 0.99809
N 0.73230 0.33476 0.51984
C -0.56738 0.68699 0.97826
C -1.48237 1.15476 -0.15507
O -2.63285 1.50621 0.22712
O -1.04314 1.06450 -1.30047
O 0.88882 -1.60859 1.68451
H 2.46014 -0.79373 0.66875
H 0.97894 0.77070 -0.35664
H -1.01220 -0.01660 1.68003
H -0.45322 1.53448 1.68922
H 0.21848 -1.95446 -1.82629
H 0.05055 -0.55554 -2.22849
O 0.44081 -1.36448 -2.57887
*
```

***

For the records above, the corresponding max |F| values read 0.32 5.46 1.51 5.45 0.93 2.85 eV Å⁻¹.
For the records above, the corresponding E_tot values read -398.469314 -398.104524 -796.645338 -796.541611 -473.737333 -473.561003 Ha.